(1)
{"formula": "C7H10NO", "method": "wB97M-V/def2-TZVPD", "charge": 1, "multiplicity": 1, "e_homo_ev": [-10.78, -12.76], "orbital_gap_ev": [4.1, 9.0], "e_lumo_ev": [-6.666, -3.790], "species": ["O", "N", "C", "C", "C", "C", "C", "C", "C", "H", "H", "H", "H", "H", "H", "H", "H", "H", "H"], "xyz": [[-0.0474, 1.3477, 0.3207], [2.1155, 1.7811, 0.8556], [1.7056, 0.7410, 1.6535], [1.0103, 2.1597, -0.0822], [0.3827, 0.4975, 1.3707], [-1.1962, -1.7856, -0.6399], [-1.8685, 0.3997, -1.7739], [-1.5452, -0.7370, -1.1689], [-0.9487, -3.0620, -0.1589], [-1.4926, -3.2724, 0.8747], [0.2068, -3.2047, -0.0548], [-1.3919, -3.7327, -0.7717], [2.9660, 2.1555, 0.8265], [1.2387, 1.7927, -1.0997], [2.4489, 0.2260, 2.3068], [-0.3816, -0.2450, 1.6711], [-2.6307, 0.9894, -1.4781], [-1.4630, 0.7582, -2.7033], [0.8912, 3.1906, 0.0518]]}

(2)
{"formula": "C7H10NO2", "method": "wB97M-V/def2-TZVPD", "charge": 1, "multiplicity": 1, "e_homo_ev": [-10.56, -10.56], "orbital_gap_ev": [4.1, 4.1], "e_lumo_ev": [-6.496, -6.497], "species": ["O", "O", "N", "C", "C", "C", "C", "C", "C", "C", "H", "H", "H", "H", "H", "H", "H", "H", "H", "H"], "xyz": [[0.3669, 4.1024, -5.9532], [0.6478, 2.0113, -6.8896], [0.9061, -1.2946, -8.1885], [-2.5967, -0.3907, 8.1815], [2.2351, -0.5126, -6.1917], [0.5649, 3.0742, -6.4164], [-2.5897, 0.9233, 8.4096], [-1.2900, -1.1483, 7.9259], [1.5097, -0.9751, -7.0881], [3.1590, -0.3775, -5.2353], [0.4251, -0.6429, -8.8320], [-0.8735, -0.7984, 7.0792], [-3.5042, -0.8189, 7.9094], [-1.3067, -2.3205, 7.8969], [0.8371, -2.2986, -8.4432], [-0.5190, -0.8926, 8.6829], [3.5022, -1.1728, -4.5293], [-3.4877, 1.5878, 8.3834], [3.7096, 0.4638, -5.2234], [-1.6959, 1.4806, 8.5217]]}

(3)
{"formula": "C7H10O", "method": "wB97M-V/def2-TZVPD", "multiplicity": 1, "e_homo_ev": -8.53, "orbital_gap_ev": 9.2, "smiles": "C=C/C=C/CCC=O", "e_lumo_ev": 0.642, "species": ["O", "C", "C", "C", "C", "C", "C", "C", "H", "H", "H", "H", "H", "H", "H", "H", "H", "H"], "xyz": [[-0.0530, 2.2288, -2.8062], [-0.3421, 0.1494, 0.0229], [-0.5594, -0.8845, 0.8506], [1.5251, 0.5674, -1.6245], [0.9517, 2.0297, -2.0873], [-1.1432, -1.6035, 3.1334], [0.2238, -0.1122, -1.2877], [-1.0796, -0.6901, 2.1779], [-1.6729, -1.4839, 4.0745], [-0.5522, 1.2761, 0.2453], [2.2424, 0.5017, -0.7886], [-0.7026, -2.5371, 2.8683], [0.1696, -1.1389, -1.4947], [-0.7060, 0.3345, -2.0880], [-1.5073, 0.3542, 2.3861], [2.1141, 0.0774, -2.4507], [1.3875, 2.7731, -1.5938], [-0.2957, -1.8422, 0.4623]]}

(4)
{"formula": "C7H10O", "method": "wB97M-V/def2-TZVPD", "multiplicity": 1, "e_homo_ev": [-9.07, -7.87], "orbital_gap_ev": [9.0, 6.1], "e_lumo_ev": [-0.120, -1.769], "species": ["O", "C", "C", "C", "C", "C", "C", "C", "H", "H", "H", "H", "H", "H", "H", "H", "H", "H"], "xyz": [[-0.1147, -0.4672, -2.0319], [2.3659, -0.7159, -0.3594], [0.7582, 1.0712, 0.5807], [1.0974, -0.0562, 0.0325], [-0.8460, 1.2991, -0.0300], [-1.8275, 1.4327, 0.8844], [-1.1056, -1.4213, -0.0673], [-0.2690, -0.3688, -0.7876], [-1.9339, 2.1660, 1.6771], [3.2421, -0.1330, -0.0664], [-1.0211, -1.3639, 1.0182], [-0.8100, -2.4109, -0.4195], [2.3945, -0.8351, -1.4469], [-2.6384, 0.7454, 1.1012], [1.1868, 1.9724, 0.9847], [-0.7613, 2.0491, -0.8142], [2.4302, -1.7083, 0.0951], [-2.1475, -1.2552, -0.3508]]}

Repeat the first record exactly.
{"formula": "C7H10NO", "method": "wB97M-V/def2-TZVPD", "charge": 1, "multiplicity": 1, "e_homo_ev": [-10.78, -12.76], "orbital_gap_ev": [4.1, 9.0], "e_lumo_ev": [-6.666, -3.790], "species": ["O", "N", "C", "C", "C", "C", "C", "C", "C", "H", "H", "H", "H", "H", "H", "H", "H", "H", "H"], "xyz": [[-0.0474, 1.3477, 0.3207], [2.1155, 1.7811, 0.8556], [1.7056, 0.7410, 1.6535], [1.0103, 2.1597, -0.0822], [0.3827, 0.4975, 1.3707], [-1.1962, -1.7856, -0.6399], [-1.8685, 0.3997, -1.7739], [-1.5452, -0.7370, -1.1689], [-0.9487, -3.0620, -0.1589], [-1.4926, -3.2724, 0.8747], [0.2068, -3.2047, -0.0548], [-1.3919, -3.7327, -0.7717], [2.9660, 2.1555, 0.8265], [1.2387, 1.7927, -1.0997], [2.4489, 0.2260, 2.3068], [-0.3816, -0.2450, 1.6711], [-2.6307, 0.9894, -1.4781], [-1.4630, 0.7582, -2.7033], [0.8912, 3.1906, 0.0518]]}